DFT (wB97M-V/def2-TZVPD) results for a structure of composition C7H6BrClN2S at a distorted geometry.

```
18
Properties=species:S:1:pos:R:3:forces:R:3
Br -0.52836 2.94725 1.52958 -0.4528 -0.0569 -0.0446
Cl 2.85872 -0.31526 -0.61253 0.0756 0.7544 0.2947
S -0.75395 -2.74945 1.57576 0.9632 0.4914 -0.3759
N -1.81601 -3.21026 0.38137 0.4117 0.2681 0.7069
N 0.68128 1.31841 -0.59510 -1.0397 -1.4821 0.3065
C -1.08604 -0.18204 -1.35771 3.1472 0.1633 3.9438
C 0.37875 2.65886 -0.30612 0.3813 -2.6756 1.8587
C -0.91952 -1.21411 -0.58950 -0.9221 -0.0647 1.1011
C -1.81491 -2.39626 -0.58640 -0.6723 0.1629 -0.4763
C 1.46007 0.61664 0.33969 0.8912 0.7376 0.8616
C -0.12432 -1.30902 0.64167 0.8337 -0.4608 1.3004
C 0.95648 -0.61406 1.04531 -0.9281 -0.6077 -0.7276
H -1.11939 0.36853 -2.18448 -0.6041 1.7351 -3.1975
H -2.65830 -2.45095 -1.21624 -0.4765 -0.1874 -1.3318
H 1.18770 3.28014 -0.03976 1.2412 0.5581 -0.4365
H -0.27058 3.00173 -1.01769 -1.5415 1.3285 -1.4998
H 1.92059 1.30005 1.20563 -0.5922 -1.2434 -2.1832
H 1.64780 -1.05020 1.78650 -0.7159 0.5791 -0.1004
```
Forces are in eV/Å.

energy: -103730.3784 eV
charge: 0
frontier orbital gap (alpha / beta): 7.03 / 7.00 eV